Record 1
Molecular formula: C10H18FN2
Method: DFT, ωB97M-V with the def2-TZVPD basis set

Results
Kohn-Sham gap = 8.02 eV
LUMO energy = -5.141 eV
HOMO = -13.2 eV
Energy above the lowest of the compared OMol25 structures with the same formula, charge and spin = 0.0 kcal per mole
Total charge = +1

Geometry as XYZ:
```
31
Properties=species:S:1:pos:R:3:forces:R:3
C 1.455 -0.845 0.153 -2.2 -1.8 1.6
H -0.008 -0.175 -1.286 -0.8 -1.1 0.4
H 0.151 -0.305 1.820 0.0 0.2 -0.4
H 0.006 3.678 0.502 0.8 -0.3 -0.9
H -4.148 -2.326 0.136 0.8 1.9 -0.3
H 3.354 0.037 -0.302 -0.3 -0.2 0.4
F -1.567 -2.838 -0.178 -0.2 -1.2 0.1
C -1.421 -1.576 -0.418 0.6 1.5 0.4
C 2.375 -0.148 -0.771 1.1 0.0 0.0
C -2.638 0.614 -0.337 -2.1 -1.3 0.0
C -2.573 -0.806 -0.340 0.6 -0.7 0.2
C -3.927 0.955 0.028 -0.1 -0.1 0.7
C 1.035 0.090 1.289 -0.4 -1.1 0.1
H -4.227 1.984 0.248 -0.3 -0.7 -0.3
H -5.624 -0.522 0.575 -0.8 0.6 0.2
H -1.933 1.291 -0.710 1.2 0.6 0.0
C -0.048 -1.167 -0.745 2.1 1.3 -2.2
H 0.329 -1.952 -1.485 -0.6 1.0 0.8
N 0.148 3.149 -0.381 0.9 0.5 1.0
H 1.781 0.072 2.101 0.1 0.7 -0.6
H 0.823 3.627 -1.013 -1.1 -0.3 0.8
N -3.854 -1.315 0.017 0.6 0.0 0.0
H 2.613 -0.847 -1.535 0.2 -0.2 -1.4
H 1.358 -2.624 1.494 1.1 0.5 -1.3
H -0.776 3.137 -0.744 -0.6 0.2 -1.0
H 0.798 1.031 0.769 0.3 0.1 1.0
C -4.646 -0.257 0.255 1.2 -0.4 -0.3
C 1.932 -2.312 0.542 -2.3 0.0 0.0
H 3.025 -2.431 0.696 -0.8 0.1 -0.3
H 2.083 0.837 -1.122 -0.5 -0.1 -0.2
H 1.449 -2.955 -0.292 1.7 0.5 1.5
```
Forces are in eV/Å.

Atomic partial charges in e from the Löwdin method, atoms 1 to 2:
1 C -0.51
2 H 0.13

***

Record 2
Molecular formula: C12H17NS
Method: DFT, ωB97M-V with the def2-TZVPD basis set

Results
Kohn-Sham gap = 9.24 eV
LUMO energy = 0.919 eV
HOMO = -8.3 eV
Energy above the lowest of the compared OMol25 structures with the same formula, charge and spin = 23.8 kcal per mole
SMILES = N[C@]12CCCC[C@@H]1CCc1sccc12
Total charge = 0

Geometry as XYZ:
```
31
Properties=species:S:1:pos:R:3:forces:R:3
H 0.108 -2.340 -0.687 0.6 0.1 0.5
H 1.041 -0.271 2.121 0.2 -0.1 0.3
H 0.184 0.852 -1.336 0.6 -0.2 -0.5
H -1.772 -2.638 0.077 -0.4 0.2 0.5
C -2.250 -1.657 0.068 -0.7 -0.3 -0.7
C -0.327 2.125 0.263 0.3 -1.3 -0.9
H 2.581 -2.186 -1.179 0.1 0.3 -0.1
C 0.497 0.907 -0.300 -0.2 0.6 1.6
H 0.104 3.018 -0.159 0.2 0.5 0.0
H -0.193 2.144 1.343 -0.5 0.0 0.0
H 3.743 0.222 -1.005 -1.1 -0.9 0.1
H 1.209 -2.184 0.801 -0.5 -0.1 -0.5
H 2.368 1.900 -0.695 -0.2 0.4 0.3
C 0.794 -1.696 -0.102 0.3 1.8 -0.4
C -2.325 0.603 -0.269 1.6 1.0 1.2
H 3.376 -0.444 0.550 -0.5 -0.4 -0.5
N 0.067 -0.244 1.859 -0.2 0.2 -0.5
C 2.001 -1.270 -1.004 0.1 -0.5 0.1
H -0.429 -0.986 2.348 0.2 0.1 -0.3
C -0.003 -0.390 0.381 -0.7 -0.4 -0.4
H 2.174 1.340 0.987 -0.1 0.5 0.3
H -4.375 -2.213 0.183 0.3 0.4 -0.7
H -1.758 2.309 -1.348 0.2 0.2 0.3
H -2.440 2.764 0.219 0.4 -0.7 -0.3
C -1.481 -0.459 -0.014 -1.3 -0.4 0.3
C -1.765 2.023 -0.283 -0.9 0.4 -0.1
C -3.607 -1.477 -0.083 0.2 0.2 0.8
S -4.010 0.232 -0.307 1.2 -1.5 0.1
C 1.991 1.107 -0.053 0.4 -0.9 -1.2
C 2.868 -0.156 -0.397 0.4 0.9 0.7
H 1.630 -0.933 -1.982 0.0 -0.1 0.2
```
Forces are in eV/Å.

Atomic partial charges in e from the Löwdin method, atoms 1 to 2:
1 H 0.10
2 H 0.07

***

Record 3
Molecular formula: C26H44FIN2O13S3
Method: DFT, ωB97M-V with the def2-TZVPD basis set

Results
Kohn-Sham gap = 8.33 eV
LUMO energy = -0.749 eV
HOMO = -9.1 eV
Total charge = 0

Geometry as XYZ:
```
90
Properties=species:S:1:pos:R:3:forces:R:3
H 1.522 4.045 1.633 -2.1 -0.4 -0.2
C 1.905 -6.183 -1.813 -0.4 -0.1 -0.1
I -2.770 4.684 -0.496 0.5 -0.5 0.4
C 2.364 -4.516 -0.065 -0.2 0.3 0.2
H 2.407 11.391 1.721 1.2 -0.9 0.4
C -4.657 -9.380 -4.734 -0.2 0.1 0.1
O 2.671 9.265 1.813 -0.9 0.9 0.0
H 6.681 -0.574 -0.982 -1.5 0.4 0.2
H -5.037 -10.317 -5.145 0.0 0.1 0.0
S 1.991 4.828 -1.430 -2.7 -3.4 0.9
H -2.969 -10.308 -3.705 -0.1 0.1 0.0
H 5.187 -1.612 0.806 -0.1 1.6 -0.3
C 0.111 1.556 1.507 1.9 0.4 -0.8
H -0.157 -5.810 -1.250 0.0 -0.2 -0.1
H 1.630 7.754 3.761 -1.3 0.1 -1.3
H 2.825 -0.590 -0.641 -0.3 0.2 1.4
H 1.927 -5.226 1.882 -0.1 0.3 -0.1
C 1.463 -5.240 0.895 0.2 -0.6 0.3
H 0.048 -6.999 -2.543 0.2 0.2 0.0
H 2.131 5.962 2.385 -1.3 0.7 -0.7
H -3.787 -9.608 -1.947 -0.2 0.1 -0.1
H 2.119 -6.991 -1.109 0.0 0.1 0.1
C 0.910 7.805 2.853 1.8 0.5 0.4
C -3.182 -9.499 -4.409 -0.3 -0.1 0.0
H 5.244 1.591 -1.756 0.8 -0.1 1.0
H 3.730 10.698 2.932 -1.0 0.3 -1.3
H 1.307 -6.289 0.647 -0.2 0.1 -0.1
O 1.118 1.680 2.517 -1.9 0.1 -0.6
F -5.203 2.582 1.411 1.9 -0.5 -1.5
H -2.931 5.117 2.492 0.6 -1.5 -0.5
O -2.807 1.061 1.914 2.1 0.9 -2.0
O -1.238 -0.937 1.711 0.2 4.9 -0.2
C 0.856 0.630 0.376 1.4 -0.3 1.0
H 0.501 -4.728 0.939 0.1 0.0 0.0
O -2.129 -6.840 -2.307 -0.8 -0.9 -0.7
C -5.091 0.446 0.261 0.1 -0.1 -0.9
C 2.842 -0.701 0.500 0.5 -1.3 0.8
C -2.547 1.285 -1.677 0.3 1.3 -2.1
H 4.920 -0.528 -1.585 1.0 0.6 1.1
H 0.754 1.970 3.383 -0.1 -0.3 -0.7
C 0.012 5.658 1.453 1.3 0.4 -0.2
H -3.171 -8.544 -0.710 -0.1 0.3 -0.1
H 0.217 4.014 2.894 0.0 -0.2 -2.1
O 1.610 -0.363 1.162 0.2 0.6 -2.4
H 4.062 10.744 1.126 -1.5 -0.4 1.1
H 1.705 1.211 -0.159 -2.0 -0.4 0.8
H 0.126 0.128 -0.340 0.9 0.8 1.0
O 2.434 -4.934 -1.338 0.6 0.3 0.0
H -4.595 -8.047 -1.657 0.1 0.0 0.0
C 3.217 10.608 1.908 0.9 -0.1 -0.1
H 0.261 -5.266 -2.863 0.1 -0.2 0.0
O 3.920 0.112 1.066 0.0 -1.3 -1.0
C -3.633 -8.559 -1.699 0.2 -0.6 0.3
H 0.597 9.300 1.209 1.0 0.3 1.2
N -2.654 1.657 -2.821 0.4 -2.1 5.6
O -1.169 0.357 3.739 0.0 2.6 -4.2
O -2.656 -8.251 -3.933 0.5 0.1 -0.2
C -2.047 3.155 0.949 0.1 0.9 -0.1
O 2.967 -3.522 0.285 -0.1 -1.5 -0.8
H -5.245 -9.126 -3.850 0.0 -0.1 0.0
H -0.885 5.988 2.075 1.1 -0.5 -1.1
N -0.120 2.971 -0.569 4.4 2.8 -0.9
C 0.877 3.658 -0.978 -1.3 1.1 0.5
H -2.631 -9.735 -5.323 0.1 0.2 0.2
H -6.016 0.341 0.931 1.6 0.5 -0.8
C 5.192 -0.463 0.689 0.9 0.1 -0.4
C 5.653 -0.098 -0.817 0.3 -0.4 0.5
C -2.729 -7.833 -2.657 -0.1 0.7 0.5
H -4.743 2.453 -0.609 1.1 -0.3 1.4
O -2.313 0.915 -0.349 -0.6 1.5 -3.1
H 2.454 -6.419 -2.729 0.1 0.3 0.2
H -4.823 -8.582 -5.463 0.1 -0.1 0.0
H -4.346 -0.385 0.493 -1.0 1.2 -0.2
H -5.458 0.283 -0.825 0.7 0.3 1.7
H 3.040 -1.826 0.710 -0.4 2.6 -0.2
C 1.298 6.571 1.894 -0.5 0.6 -0.5
C 0.429 -6.064 -2.134 0.4 0.1 0.2
C -2.866 1.810 0.640 -1.4 0.6 2.2
S -1.248 0.502 2.221 -1.2 -8.3 4.9
C 1.257 9.233 2.147 -0.6 -0.9 0.9
H 6.002 -0.070 1.403 -1.4 -0.3 -1.0
C -0.404 3.004 0.891 -0.7 -0.4 1.2
O 5.845 1.347 -1.011 -1.3 -1.3 -0.8
H 1.757 7.037 0.936 -0.7 -0.9 1.6
H -0.123 5.877 0.325 -0.2 -0.5 2.0
S -2.579 3.767 2.662 -0.4 0.2 -0.3
C -4.432 1.944 0.359 -2.6 -1.8 0.2
H 1.073 10.089 2.894 -0.2 -1.3 -1.2
H -0.150 7.766 3.278 1.3 0.1 -0.9
C 0.370 4.117 1.749 0.5 1.3 0.5
```
Forces are in eV/Å.

Atomic partial charges in e from the Löwdin method, atoms 1 to 2:
1 H 0.13
2 C -0.22

***

Record 4
Molecular formula: C6H16NOSi
Method: DFT, ωB97M-V with the def2-TZVPD basis set

Results
Kohn-Sham gap = 9.16 eV
LUMO energy = -3.869 eV
HOMO = -13.0 eV
Energy above the lowest of the compared OMol25 structures with the same formula, charge and spin = 67.7 kcal per mole
Total charge = +1

Geometry as XYZ:
```
25
Properties=species:S:1:pos:R:3:forces:R:3
H -2.529 -2.884 0.886 0.9 0.7 0.2
H -0.147 -2.277 0.575 -0.6 0.7 0.0
H 0.417 2.303 -2.357 -0.8 -1.2 -0.5
C 1.069 2.222 -1.502 -0.9 -0.4 0.3
C -0.995 -0.468 -0.023 0.1 0.0 -5.5
H 2.047 -0.396 1.482 -0.5 0.2 0.5
H 2.774 -1.006 -1.647 -1.2 0.4 -0.6
H 1.936 2.576 -2.012 1.5 -0.1 0.2
C -1.523 0.735 0.377 1.2 -0.8 -0.4
H -2.120 -2.011 2.373 -0.3 0.2 0.3
H -2.744 -1.121 0.815 0.1 -1.7 1.8
C -2.073 -1.934 1.294 -4.5 -0.8 -0.3
C 1.611 0.571 1.214 1.1 1.8 0.8
H 2.434 1.379 1.378 -1.4 -1.3 -0.1
H -2.083 1.341 -0.301 0.2 0.6 -0.5
H 0.665 3.076 -1.007 0.1 0.6 1.3
N -0.835 -1.553 0.818 3.3 0.7 -1.0
H -1.286 -0.695 -1.429 0.7 0.6 4.2
H 0.650 0.917 1.716 1.7 -0.7 -0.1
C 1.658 -0.814 -1.780 1.0 -1.2 3.8
O -1.400 1.234 1.583 -1.3 2.1 -1.2
H -1.281 0.590 2.230 0.5 -2.0 2.0
H 1.193 -1.781 -1.392 0.4 1.1 -0.8
Si 1.203 0.571 -0.534 -1.2 0.3 -3.0
H 1.361 -0.574 -2.758 -0.3 0.2 -1.3
```
Forces are in eV/Å.

Atomic partial charges in e from the Löwdin method, atoms 1 to 2:
1 H 0.11
2 H 0.15

***

Record 5
Molecular formula: C37H35IrN4Sb
Method: DFT, ωB97M-V with the def2-TZVPD basis set

Results
Kohn-Sham gap = 6.71 eV
LUMO energy = -9.912 eV
HOMO = -16.6 eV
Energy above the lowest of the compared OMol25 structures with the same formula, charge and spin = 0.0 kcal per mole
Total charge = +3

Geometry as XYZ:
```
78
Properties=species:S:1:pos:R:3:forces:R:3
H 0.366 3.440 2.421 0.0 0.0 0.0
H -0.049 0.197 3.522 0.0 0.0 0.0
C -4.000 0.013 2.620 0.0 0.0 0.0
H 2.372 -0.943 2.269 0.0 0.0 0.0
C -3.035 0.914 -3.310 0.0 0.0 0.0
C 1.239 -2.039 0.803 0.0 0.0 0.0
C -0.062 4.066 -2.176 0.0 0.0 0.0
C 0.155 -0.067 -4.028 0.0 0.0 0.0
C -2.184 -2.251 -3.072 0.0 0.0 0.0
C -3.453 -2.605 -2.615 0.0 0.0 0.0
C 1.100 0.713 -6.090 0.0 0.0 0.0
H -0.983 0.872 -5.604 0.0 0.0 0.0
N 0.110 -1.887 0.065 0.0 0.0 0.0
C 0.097 2.589 1.799 0.0 0.0 0.0
C -1.658 -0.122 2.155 0.0 0.0 0.0
C -0.014 4.964 -1.123 0.0 0.0 0.0
H 2.038 1.810 1.245 0.0 0.0 0.0
H -1.467 -2.831 -0.886 0.0 0.0 0.0
H -2.485 -0.345 4.107 0.0 0.0 0.0
C 2.356 0.295 -5.670 0.0 0.0 0.0
H 2.655 -3.366 1.687 0.0 0.0 0.0
H 0.051 6.030 -1.297 0.0 0.0 0.0
C -0.551 -2.985 -0.337 0.0 0.0 0.0
H 1.489 -5.400 0.840 0.0 0.0 0.0
C 2.519 -0.306 -4.428 0.0 0.0 0.0
C -3.920 -3.895 -2.824 0.0 0.0 0.0
C -4.222 0.258 1.272 0.0 0.0 0.0
H -0.027 4.388 -3.207 0.0 0.0 0.0
H 3.212 0.433 -6.315 0.0 0.0 0.0
C -3.150 0.295 0.409 0.0 0.0 0.0
H -0.411 -2.894 -4.123 0.0 0.0 0.0
C -0.007 0.538 -5.270 0.0 0.0 0.0
N 0.720 0.203 1.534 0.0 0.0 0.0
H 1.602 1.513 2.927 0.0 0.0 0.0
C -1.865 -4.462 -3.952 0.0 0.0 0.0
C -3.354 2.113 -2.673 0.0 0.0 0.0
C -0.230 -0.307 2.571 0.0 0.0 0.0
H -1.260 -5.179 -4.490 0.0 0.0 0.0
C 1.096 -4.414 0.628 0.0 0.0 0.0
Sb -1.450 -0.324 -2.709 0.0 0.0 0.1
C -3.771 0.490 -4.416 0.0 0.0 0.0
H -0.840 2.211 2.215 0.0 0.0 0.0
H 3.498 -0.641 -4.111 0.0 0.0 0.0
C -4.402 2.888 -3.148 0.0 0.0 0.0
C -0.084 -4.259 -0.077 0.0 0.0 0.0
C 1.833 -0.761 1.336 0.0 0.0 0.0
H -2.797 2.456 -1.808 0.0 0.0 0.0
C -5.127 2.471 -4.257 0.0 0.0 0.0
H -5.941 3.079 -4.628 0.0 0.0 0.0
C -4.812 1.276 -4.890 0.0 0.0 0.0
H -5.380 0.951 -5.751 0.0 0.0 0.0
N -1.890 0.093 0.843 0.0 0.0 0.0
C -0.082 3.091 0.391 0.0 0.0 0.0
C -0.007 4.456 0.164 0.0 0.0 0.0
N -0.215 2.215 -0.640 0.0 0.1 0.0
C 1.417 -0.488 -3.604 0.0 0.0 0.0
H -5.216 0.426 0.882 0.0 0.0 0.0
H -0.043 -1.369 2.737 0.0 0.0 0.0
H 0.981 1.174 -7.062 0.0 0.0 0.0
H 2.540 -0.317 0.629 0.0 0.0 0.0
Ir -0.299 0.123 -0.343 0.0 0.0 0.0
C -0.165 2.724 -1.894 0.0 0.0 0.0
C 1.210 1.553 1.908 0.0 0.0 0.0
H -4.825 -0.023 3.318 0.0 0.0 0.0
H -4.092 -1.880 -2.120 0.0 0.0 0.0
H -3.495 -5.823 -3.661 0.0 0.0 0.0
C 1.755 -3.281 1.093 0.0 0.0 0.0
H -4.909 -4.174 -2.487 0.0 0.0 0.0
H -0.179 2.024 -2.713 0.0 0.0 0.0
H -3.546 -0.448 -4.910 0.0 0.0 0.0
H 0.083 5.121 1.012 0.0 0.0 0.0
H -4.652 3.818 -2.656 0.0 0.0 0.0
H 1.545 -0.995 -2.647 0.0 0.0 0.0
C -2.700 -0.171 3.061 0.0 0.0 0.0
C -3.124 -4.821 -3.489 0.0 0.0 0.0
H -3.284 0.500 -0.643 0.0 0.0 0.0
C -1.388 -3.174 -3.745 0.0 0.0 0.0
H -0.650 -5.110 -0.430 0.0 0.0 0.0
```
Forces are in eV/Å.

Atomic partial charges in e from the Löwdin method, atoms 1 to 2:
1 H 0.14
2 H 0.15